No. 1
{"formula": "C27H69N3O9", "method": "ωB97M-V/def2-TZVPD", "symbols": ["C", "C", "C", "O", "H", "H", "H", "H", "H", "H", "H", "H", "C", "C", "C", "O", "H", "H", "H", "H", "H", "H", "H", "H", "C", "C", "C", "O", "H", "H", "H", "H", "H", "H", "H", "H", "C", "O", "C", "C", "N", "C", "C", "O", "C", "H", "H", "H", "H", "H", "H", "H", "H", "H", "H", "H", "H", "H", "H", "H", "C", "O", "C", "C", "N", "C", "C", "O", "C", "H", "H", "H", "H", "H", "H", "H", "H", "H", "H", "H", "H", "H", "H", "H", "C", "O", "C", "C", "N", "C", "C", "O", "C", "H", "H", "H", "H", "H", "H", "H", "H", "H", "H", "H", "H", "H", "H", "H"], "coordinates": [[-8.27741, 3.82614, 7.29414], [-8.38375, 3.89136, 5.72110], [-9.69205, 4.53485, 5.22532], [-7.29355, 4.71131, 5.32058], [-9.18098, 3.31711, 7.62962], [-8.13632, 4.80841, 7.74507], [-7.36514, 3.26756, 7.50353], [-8.20506, 2.93364, 5.23229], [-10.00285, 5.43702, 5.75219], [-10.50976, 3.82604, 5.35585], [-9.59979, 4.70288, 4.15231], [-7.50271, 5.64535, 5.39424], [-2.72369, 2.80198, 0.59554], [-3.78037, 2.76140, -0.48646], [-5.10346, 3.57479, -0.12859], [-3.23684, 3.36897, -1.60258], [-2.06988, 3.67410, 0.60122], [-2.19493, 1.85152, 0.52383], [-3.15756, 2.82599, 1.59518], [-4.04287, 1.71980, -0.67156], [-4.91216, 4.61801, 0.12277], [-5.78448, 3.24349, 0.65533], [-5.73772, 3.65835, -1.01110], [-2.35423, 3.62277, -1.32299], [-0.29881, 8.37050, -7.46832], [0.32321, 7.20676, -8.23665], [0.97427, 6.25331, -7.33268], [-0.94373, 6.65186, -8.66083], [-0.93195, 7.98844, -6.66753], [-1.03752, 8.95916, -8.01227], [0.52005, 9.03347, -7.18897], [1.01800, 7.58265, -8.98769], [1.59283, 6.74090, -6.57920], [1.58539, 5.58258, -7.93663], [0.20483, 5.66064, -6.83790], [-1.68305, 7.14808, -8.30199], [-8.03029, -0.92500, -2.37702], [-7.21718, -2.09511, -2.02808], [-7.84102, -3.19272, -1.33610], [-8.23493, -2.92389, 0.17430], [-7.14088, -2.59799, 1.12931], [-6.31058, -3.71843, 1.37783], [-5.43416, -3.45007, 2.62694], [-4.15806, -2.80274, 2.32024], [-3.42486, -2.43740, 3.43825], [-7.31359, -0.22007, -2.79836], [-8.28520, -0.45773, -1.42583], [-8.83767, -1.24977, -3.03334], [-7.01936, -3.89215, -1.49023], [-8.67019, -3.55113, -1.94611], [-8.86363, -3.77518, 0.43535], [-8.93828, -2.09127, 0.16260], [-6.56272, -1.85022, 0.77341], [-5.51628, -3.87380, 0.64774], [-6.88744, -4.62729, 1.54905], [-5.24304, -4.44838, 3.02056], [-5.98363, -2.96906, 3.43615], [-2.74654, -1.60813, 3.23751], [-2.78480, -3.24182, 3.80066], [-4.00480, -1.91971, 4.20229], [7.37680, -3.39958, -2.51843], [5.99543, -3.82445, -2.70078], [5.82390, -4.36436, -3.98129], [4.46280, -5.10390, -4.22549], [3.21552, -4.26569, -4.16836], [3.07645, -3.55626, -2.89087], [1.59055, -3.31676, -2.54623], [0.77514, -4.46546, -2.59882], [0.81348, -5.43226, -1.50734], [8.15816, -4.11117, -2.78532], [7.54786, -3.11266, -1.48088], [7.50722, -2.47675, -3.08364], [6.64509, -5.03970, -4.22145], [5.90851, -3.45245, -4.57236], [4.34957, -5.89227, -3.48135], [4.47250, -5.57029, -5.21063], [2.51216, -4.89245, -4.53243], [3.70100, -2.66296, -2.88318], [3.31853, -4.15963, -2.01597], [1.25151, -2.56205, -3.25585], [1.67767, -2.77883, -1.60223], [0.56945, -4.82030, -0.63898], [1.84947, -5.77108, -1.51338], [-0.04052, -6.10486, -1.58730], [11.91766, -2.80493, 2.48146], [10.90102, -1.85335, 2.84108], [10.46191, -2.02466, 4.15235], [9.17621, -1.07840, 4.43028], [9.37612, 0.34636, 4.00406], [8.69775, 0.81534, 2.84704], [7.21209, 0.97060, 3.08314], [6.65318, 1.43325, 1.90947], [5.18967, 1.53927, 1.90735], [12.71266, -2.66444, 3.21381], [12.21221, -2.80788, 1.43201], [11.42545, -3.76656, 2.62669], [11.20782, -1.93463, 4.94204], [10.03077, -3.00565, 4.35206], [8.91546, -1.14679, 5.48642], [8.28835, -1.40965, 3.89170], [10.36519, 0.49964, 3.86857], [8.70813, 0.09596, 2.02822], [9.27374, 1.67922, 2.51531], [6.98766, 1.60912, 3.93756], [6.62966, 0.07465, 3.29796], [4.78575, 0.59305, 2.26736], [4.75383, 1.80767, 0.94500], [4.93302, 2.28675, 2.65802]], "forces_ev_per_a": [[-0.2, -0.9, -1.8], [0.0, 2.2, 1.5], [0.0, -1.2, 0.0], [0.9, -0.1, -0.8], [0.2, 0.0, 0.6], [-0.4, 0.1, -0.2], [-0.2, -0.2, 0.3], [-0.2, -0.1, 0.3], [0.4, 0.1, 0.0], [-0.1, -0.1, 0.0], [-0.1, 0.2, 0.0], [-0.3, 0.0, 0.1], [-0.5, -1.0, 1.3], [-1.9, 1.4, 1.8], [0.2, 0.0, -0.5], [0.6, 0.2, -1.4], [0.1, 0.0, -0.5], [0.6, 0.3, 0.1], [-0.2, -0.2, 0.1], [-0.1, 0.0, -0.2], [0.6, 0.0, 0.0], [0.5, -0.7, 0.2], [0.1, -0.3, -0.3], [0.1, 0.2, -0.6], [1.3, 1.1, 0.4], [-3.7, 2.0, 1.2], [0.8, -1.2, 0.4], [0.6, -1.9, -2.1], [0.7, -0.1, 0.7], [0.5, 0.1, -0.8], [-0.4, 0.3, 0.8], [-0.5, -0.3, -0.7], [0.1, 0.0, -0.1], [0.2, -0.2, 0.3], [0.1, 0.0, 0.1], [0.4, 0.0, -0.1], [1.6, -1.4, 1.4], [-0.5, 1.0, -0.1], [1.0, 1.0, -0.1], [0.5, 0.8, -1.7], [-2.0, -0.3, -1.2], [2.3, 0.5, 1.5], [0.5, -1.1, 0.2], [-1.9, -0.2, -0.6], [0.7, 1.0, 0.5], [-0.3, -0.2, -0.6], [-1.0, 0.1, -0.1], [-0.2, 0.5, 0.1], [-0.3, -0.6, 0.7], [-0.5, 0.0, 0.3], [0.4, -0.2, 0.7], [0.0, 0.2, 0.0], [-0.2, 0.3, -0.2], [-0.3, -0.5, -0.8], [0.0, 0.1, -0.1], [0.6, -0.2, 0.2], [0.0, 0.7, -0.2], [0.3, -0.1, -0.9], [-0.3, -0.2, 0.4], [-0.6, -0.8, 0.5], [-1.2, 0.7, 0.2], [1.5, -0.8, 1.8], [-1.0, 0.5, -0.8], [-0.2, 1.3, 0.7], [2.6, 0.0, -0.3], [-1.8, -1.8, -0.2], [1.3, 1.1, -0.7], [-0.6, -0.2, -0.4], [0.3, 2.8, -0.6], [-0.4, -0.4, -0.3], [-0.4, -0.2, 0.1], [0.2, 0.0, -0.3], [0.0, -0.2, -0.1], [-0.2, -0.3, -1.2], [0.4, -0.3, 0.2], [0.3, 0.1, 0.0], [-0.8, 0.5, 0.9], [-0.3, 0.0, 0.0], [1.1, -0.5, 0.0], [-0.8, -0.4, -0.2], [-0.7, -0.3, 0.6], [0.5, -0.3, 0.6], [-0.4, -1.0, 0.6], [0.6, -0.4, -0.6], [-1.4, -0.3, 1.1], [0.4, 0.3, -0.7], [-2.8, 0.7, 0.6], [1.4, 0.7, -1.1], [1.0, -1.2, 1.8], [-0.5, -1.3, -0.6], [-0.9, 0.7, 0.6], [-1.8, 1.2, -2.3], [1.7, -0.2, 1.3], [0.5, -0.3, -0.4], [0.0, 0.9, 0.2], [0.4, -0.5, 0.2], [0.5, 0.6, -0.2], [0.1, -0.6, -0.4], [0.2, 0.1, 0.1], [0.2, -0.5, -0.2], [0.0, 0.0, 0.2], [0.5, -0.2, -0.5], [-0.8, 0.4, -0.1], [0.2, 0.6, 0.2], [0.8, -0.9, 0.4], [-0.2, -0.2, -0.2], [0.6, -0.1, 0.0], [-0.3, 0.2, -0.1]], "homo_lumo_gap_ev": 8.9, "e_tot_ev": -52006.591, "smiles": "COCCNCCOC.COCCNCCOC.COCCNCCOC.CC(C)O.CC(C)O.CC(C)O", "relative_energy_kcal_mol": 150.4, "lumo_energy_ev": 0.5, "molar_mass_g_mol": 579.86, "e_homo_ev": -8.39}

=====

No. 2
{"formula": "C27H70BFO16", "method": "ωB97M-V/def2-TZVPD", "symbols": ["O", "C", "O", "C", "O", "C", "C", "B", "O", "O", "C", "F", "H", "H", "H", "H", "C", "C", "O", "H", "H", "H", "H", "H", "H", "C", "C", "O", "H", "H", "H", "H", "H", "H", "C", "C", "O", "H", "H", "H", "H", "H", "H", "C", "C", "O", "H", "H", "H", "H", "H", "H", "C", "C", "O", "H", "H", "H", "H", "H", "H", "C", "C", "O", "H", "H", "H", "H", "H", "H", "C", "C", "O", "H", "H", "H", "H", "H", "H", "C", "C", "O", "H", "H", "H", "H", "H", "H", "C", "C", "O", "H", "H", "H", "H", "H", "H", "C", "C", "O", "H", "H", "H", "H", "H", "H", "C", "C", "O", "H", "H", "H", "H", "H", "H"], "coordinates": [[4.69694, -0.64795, 1.71710], [3.85710, 0.15031, 1.48500], [4.05549, 1.31398, 0.76367], [3.09548, 2.22481, 1.26148], [3.28884, 3.38636, 1.20538], [1.97399, 1.46274, 1.88945], [0.69789, 2.09400, 2.32874], [-0.60398, 1.38157, 1.75146], [-1.29832, 1.90134, 0.67569], [-1.08479, 0.26967, 2.39703], [2.45733, 0.21818, 1.97439], [1.88136, -0.86085, 2.47560], [0.71314, 3.16012, 2.09550], [0.65860, 2.00715, 3.42392], [-0.76824, 1.94256, -0.13023], [-1.30190, -0.46505, 1.81127], [-2.99765, 1.87534, -3.85783], [-2.78530, 1.51484, -2.40062], [-1.58712, 0.75895, -2.20087], [-3.02688, 0.97542, -4.47146], [-3.93037, 2.42627, -3.98650], [-2.17823, 2.49748, -4.22750], [-3.59194, 0.88236, -2.03367], [-2.76076, 2.41665, -1.78000], [-0.85001, 1.28558, -2.53032], [2.63568, -1.22785, -3.27108], [1.76469, -0.29311, -2.45222], [2.31987, -0.03871, -1.16483], [2.77120, -2.17343, -2.74606], [2.19267, -1.42907, -4.24795], [3.62307, -0.79213, -3.43860], [0.78425, -0.73430, -2.27159], [1.62173, 0.65249, -2.99022], [3.18545, 0.37041, -1.28470], [2.67831, 5.10590, 5.85192], [1.72365, 4.02514, 6.32474], [1.25354, 3.23691, 5.23670], [2.18572, 5.75237, 5.12457], [3.02551, 5.71688, 6.68730], [3.55043, 4.66269, 5.36409], [0.84573, 4.46962, 6.79154], [2.21017, 3.37152, 7.05692], [2.02711, 2.82689, 4.83357], [-0.20179, 7.53820, 1.62706], [0.25630, 6.11441, 1.38120], [-0.62069, 5.15637, 1.97050], [-0.27011, 7.73094, 2.69817], [0.49632, 8.25225, 1.18879], [-1.19021, 7.71026, 1.19239], [1.23403, 5.94938, 1.82676], [0.34270, 5.92182, 0.30445], [-1.49547, 5.26343, 1.58224], [-1.85227, -2.86739, -4.44030], [-1.66236, -2.00330, -5.67137], [-1.05934, -0.75234, -5.35718], [-2.45652, -2.34751, -3.69754], [-2.34840, -3.80455, -4.69194], [-0.88670, -3.10121, -3.98243], [-2.62440, -1.75711, -6.12120], [-1.06562, -2.53127, -6.42370], [-0.20192, -0.92623, -4.95700], [5.65528, 7.20598, 0.45142], [4.51249, 6.46608, 1.12075], [3.27224, 7.16006, 0.98071], [5.75389, 8.21152, 0.86228], [6.59872, 6.67666, 0.59210], [5.47640, 7.30067, -0.62266], [4.68353, 6.38329, 2.19381], [4.41690, 5.45758, 0.71544], [3.08318, 7.23520, 0.03940], [6.47965, 3.55106, 7.34435], [5.51992, 2.47139, 7.80682], [5.04676, 1.69369, 6.70608], [5.98896, 4.19841, 6.61667], [6.82531, 4.16018, 8.18075], [7.35410, 3.11054, 6.85967], [4.64062, 2.91448, 8.27282], [5.99810, 1.81299, 8.53904], [5.81773, 1.29322, 6.29013], [-5.81005, -6.39873, -3.69510], [-4.78232, -5.36806, -4.11128], [-4.49919, -4.43010, -3.07430], [-6.73293, -5.90935, -3.37914], [-6.03153, -7.07895, -4.51758], [-5.43787, -6.99426, -2.85989], [-5.14706, -4.76591, -4.94209], [-3.86374, -5.86769, -4.43745], [-4.15552, -4.91527, -2.31677], [-7.30108, -2.69415, -5.90504], [-6.73995, -1.42947, -5.28438], [-6.70548, -1.49587, -3.86471], [-8.30783, -2.89508, -5.53696], [-7.33941, -2.63186, -6.99384], [-6.68152, -3.55298, -5.64198], [-7.36352, -0.56996, -5.52874], [-5.73304, -1.23343, -5.67161], [-6.14258, -2.23652, -3.60553], [-4.93229, -11.34100, -3.31644], [-4.66918, -10.36904, -4.45002], [-3.99516, -9.19298, -4.01178], [-5.52064, -10.86097, -2.53392], [-5.47351, -12.21845, -3.67233], [-3.99371, -11.67937, -2.87111], [-5.60698, -10.02316, -4.88407], [-4.09255, -10.85682, -5.24298], [-3.14954, -9.45709, -3.63395], [2.51817, -2.98732, 5.52060], [3.97957, -3.16644, 5.14952], [4.14835, -3.44283, 3.76458], [1.95194, -3.87871, 5.24752], [2.38673, -2.80310, 6.58766], [2.09136, -2.14183, 4.97600], [4.41639, -4.01507, 5.67523], [4.54798, -2.27059, 5.42560], [3.79218, -2.69532, 3.26959]], "forces_ev_per_a": [[0.3, -0.5, -0.2], [-0.6, 0.3, -0.1], [0.3, 0.2, 0.7], [0.0, -0.7, -0.1], [-0.2, 0.6, -0.3], [0.2, -0.4, -0.1], [0.3, 0.0, 0.4], [-0.3, 0.2, -0.1], [0.3, -0.7, -0.1], [0.7, -0.1, 0.0], [-0.4, 0.3, 0.0], [0.2, 0.1, 0.1], [0.0, -0.1, 0.0], [-0.2, 0.0, -0.2], [-0.2, 0.3, 0.1], [-0.5, 0.3, 0.0], [0.0, -0.1, 0.0], [0.0, 0.1, 0.0], [0.2, 0.1, 0.1], [0.0, 0.0, 0.0], [0.0, 0.0, 0.0], [0.0, 0.0, 0.0], [0.0, 0.0, 0.0], [-0.1, 0.0, 0.0], [-0.1, -0.1, -0.2], [0.0, 0.0, 0.1], [0.1, -0.1, 0.0], [0.0, 0.1, 0.0], [0.0, 0.0, 0.0], [0.0, 0.0, 0.0], [0.0, 0.0, 0.0], [0.0, 0.0, 0.0], [-0.1, 0.0, 0.0], [0.0, 0.0, 0.0], [0.0, 0.0, 0.0], [0.2, -0.1, -0.1], [0.0, 0.0, 0.0], [0.0, 0.0, 0.0], [0.0, 0.0, 0.0], [0.0, 0.0, 0.1], [-0.1, -0.1, 0.0], [0.0, 0.1, 0.1], [0.0, 0.0, 0.1], [-0.1, 0.0, 0.0], [-0.1, 0.0, 0.0], [0.0, 0.0, 0.0], [0.0, 0.0, 0.0], [0.0, 0.0, 0.0], [0.0, 0.0, 0.0], [0.0, 0.0, 0.0], [0.1, 0.0, 0.0], [0.0, 0.0, 0.0], [0.0, 0.1, 0.0], [0.1, 0.0, 0.1], [0.0, 0.1, -0.1], [0.0, 0.0, 0.0], [0.0, 0.0, 0.0], [0.0, 0.0, 0.0], [0.0, 0.0, 0.0], [0.0, 0.0, 0.0], [0.0, 0.0, 0.0], [0.0, 0.1, 0.0], [0.0, 0.0, -0.2], [0.1, 0.1, 0.0], [0.0, 0.0, 0.0], [0.0, 0.0, 0.0], [0.0, 0.0, 0.0], [0.0, 0.0, 0.0], [0.1, 0.0, 0.1], [0.0, 0.0, 0.0], [0.0, 0.0, 0.0], [0.1, -0.1, -0.2], [0.0, 0.1, 0.1], [0.0, 0.0, 0.0], [0.0, 0.0, 0.0], [0.0, 0.0, 0.0], [0.0, -0.1, 0.0], [0.0, 0.1, 0.1], [-0.1, 0.0, 0.0], [-0.1, 0.1, 0.1], [0.0, -0.1, 0.1], [-0.1, 0.0, 0.0], [0.0, 0.0, 0.0], [0.0, 0.0, 0.0], [0.0, -0.1, -0.1], [0.0, -0.1, -0.1], [0.0, 0.0, 0.0], [0.0, 0.1, 0.0], [-0.1, -0.1, 0.0], [0.1, -0.1, 0.1], [0.0, -0.1, 0.0], [0.0, 0.1, 0.0], [0.0, 0.1, 0.0], [0.0, 0.0, 0.0], [0.0, 0.0, 0.0], [0.0, 0.0, -0.1], [0.0, 0.0, 0.0], [0.0, 0.1, 0.1], [0.1, 0.0, 0.0], [0.0, 0.0, 0.0], [0.0, 0.0, 0.0], [0.0, 0.0, 0.0], [0.0, 0.0, 0.0], [0.0, 0.0, 0.0], [0.0, 0.0, 0.0], [0.0, 0.0, 0.0], [0.0, -0.1, -0.1], [-0.1, 0.1, -0.1], [-0.1, 0.0, 0.1], [0.0, 0.0, 0.0], [0.1, 0.0, 0.0], [0.0, 0.0, 0.0], [0.0, 0.0, 0.0], [0.0, 0.0, 0.1], [0.1, 0.0, -0.1]], "homo_lumo_gap_ev": 9.5, "e_tot_ev": -65287.627, "smiles": "O=C1OC(=O)C(CB(O)O)=C1F.CCO.CCO.CCO.CCO.CCO.CCO.CCO.CCO.CCO.CCO.CCO", "lumo_energy_ev": -0.4, "molar_mass_g_mol": 680.65, "e_homo_ev": -9.87}